No. 1
The following is a DFT calculation (ωB97M-V with the def2-TZVPD basis set) of a single CH3NO3S molecule.

Values from the calculation:
highest occupied orbital energy	-9.221	eV
gap between HOMO and LUMO	8.0480	eV
LUMO	-1.17	eV
ΔE to the lowest compared entry with this formula, charge and spin	5.0989	eV

Structure (ORCA input):
```
! wB97M-V def2-TZVPD RIJCOSX def2/J DEFGRID3
* xyz 0 1
N 0.107 0.649 0.458
O -0.617 -0.559 0.722
C -1.098 -1.071 -0.339
S -2.990 -0.989 -0.678
O -3.501 -1.945 -1.641
O -3.637 -0.813 0.577
H 1.016 0.331 0.241
H 0.376 1.110 1.305
H -0.483 -0.762 -1.140
*
```

***

No. 2
The following is a DFT calculation (ωB97M-V with the def2-TZVPD basis set) of a 2-piece molecular cluster, C5H11O2 overall.

Values from the calculation:
highest occupied orbital energy	-2.944	eV
gap between HOMO and LUMO	6.6610	eV
LUMO	3.72	eV
ΔE to the lowest compared entry with this formula, charge and spin	2.5469	eV

Structure (ORCA input):
```
! wB97M-V def2-TZVPD RIJCOSX def2/J DEFGRID3
* xyz -1 1
C 0.510 0.368 -0.725
O 0.539 1.717 -0.794
C -0.953 -0.197 -0.703
C -1.060 -1.634 -0.223
C -0.836 -1.809 1.250
C -1.655 -2.340 2.151
H 0.903 0.019 0.253
H 1.101 -0.104 -1.560
H -1.409 0.419 0.093
H -1.589 0.051 -1.556
H -0.343 -2.292 -0.749
H -2.011 -2.150 -0.436
H 0.099 -1.459 1.685
H -2.611 -2.817 1.932
H -1.539 -2.127 3.210
H 2.711 3.997 -0.794
H 2.013 2.491 -0.539
O 2.832 3.047 -0.710
*
```

***

No. 3
The following is a DFT calculation (ωB97M-V with the def2-TZVPD basis set) of C11H16NO2 as an isolated structure.

Values from the calculation:
highest occupied orbital energy	-13.133	eV
gap between HOMO and LUMO	8.2481	eV
LUMO	-4.88	eV
ΔE to the lowest compared entry with this formula, charge and spin	3.1847	eV

Structure (ORCA input):
```
! wB97M-V def2-TZVPD RIJCOSX def2/J DEFGRID3
* xyz 1 1
C 0.383 3.221 1.629
C 0.503 1.819 1.360
C 0.394 4.112 0.627
C 0.820 1.380 0.122
C 0.706 3.746 -0.782
C 1.025 2.306 -0.974
C 0.642 -0.010 -0.427
C -1.192 -4.696 0.088
C -0.025 -1.020 0.497
C -0.864 -3.383 0.780
C -0.234 -2.375 -0.180
N -0.228 1.407 -2.021
O -0.909 1.830 -2.879
O -0.246 0.192 -1.585
H 0.197 3.526 2.646
H 0.323 1.124 2.164
H 0.174 5.153 0.807
H -0.135 4.050 -1.421
H 1.546 4.356 -1.134
H 1.846 2.085 -1.652
H 1.574 -0.425 -0.834
H -1.900 -4.540 -0.724
H -1.630 -5.397 0.794
H -0.294 -5.148 -0.329
H 0.619 -1.144 1.368
H -0.986 -0.623 0.829
H -0.177 -3.571 1.608
H -1.778 -2.960 1.204
H 0.725 -2.762 -0.528
H -0.881 -2.251 -1.050
*
```

***

No. 4
The following is a DFT calculation (ωB97M-V with the def2-TZVPD basis set) of an isolated ion of composition C6H8N and charge +1.

Values from the calculation:
highest occupied orbital energy	-13.979	eV
gap between HOMO and LUMO	7.8089	eV
LUMO	-6.17	eV
ΔE to the lowest compared entry with this formula, charge and spin	2.8643	eV

Structure (ORCA input):
```
! wB97M-V def2-TZVPD RIJCOSX def2/J DEFGRID3
* xyz 1 1
C 1.006 -1.202 -1.726
N 0.529 -1.279 -0.383
C -0.077 -0.268 0.110
C -0.337 -0.222 1.525
C -0.717 1.000 1.952
C -0.883 1.792 0.660
C -0.460 1.064 -0.391
H 1.207 -0.068 -1.885
H 1.857 -1.796 -1.918
H 0.292 -1.439 -2.593
H 0.527 -2.044 0.277
H -0.051 -0.986 2.303
H -0.849 1.450 2.903
H -1.513 2.629 0.564
H -0.531 1.368 -1.399
*
```

***

No. 5
The following is a DFT calculation (ωB97M-V with the def2-TZVPD basis set) of C31H33F10IrN5OS3 as an isolated structure.

Values from the calculation:
highest occupied orbital energy	-9.713	eV
gap between HOMO and LUMO	6.1948	eV
LUMO	-3.52	eV
ΔE to the lowest compared entry with this formula, charge and spin	0.2449	eV

Structure (ORCA input):
```
! wB97M-V def2-TZVPD RIJCOSX def2/J DEFGRID3
* xyz 1 1
Ir -0.231 -0.462 0.011
C -0.320 2.796 0.056
N -1.181 1.661 0.390
C -2.450 1.720 -0.350
C -2.285 1.059 -1.699
N -1.834 -0.298 -1.497
C -1.528 -1.081 -2.576
C -1.266 -0.672 -3.903
F -1.368 0.625 -4.260
C -0.816 -1.540 -4.883
F -0.506 -1.054 -6.086
C -0.635 -2.886 -4.620
F -0.150 -3.707 -5.550
C -0.956 -3.352 -3.353
F -0.800 -4.645 -3.059
C -1.410 -2.482 -2.388
F -1.751 -2.990 -1.195
C -1.410 1.598 1.835
C -0.140 1.296 2.605
N 0.702 0.373 1.873
C 1.875 -0.009 2.445
C 2.888 -0.612 1.658
F 2.672 -0.730 0.325
C 4.113 -1.027 2.130
F 4.986 -1.581 1.279
C 4.440 -0.854 3.462
F 5.621 -1.242 3.945
C 3.504 -0.246 4.281
F 3.792 -0.055 5.566
C 2.273 0.161 3.796
F 1.449 0.732 4.698
H -0.697 3.710 0.524
H -0.301 2.940 -1.018
H 0.696 2.599 0.392
H -2.780 2.755 -0.481
H -3.213 1.191 0.217
H -1.582 1.642 -2.301
H -3.245 1.058 -2.225
H -2.115 0.792 2.007
H -1.841 2.534 2.209
H -0.447 0.898 3.575
H 0.427 2.216 2.797
C 2.197 -2.528 -2.117
C 1.723 -3.024 -0.802
N 0.744 -2.531 -0.102
C 0.506 -3.254 1.043
C 1.364 -4.286 1.238
S 2.474 -4.386 -0.059
C -0.701 -2.955 1.779
C -1.297 -3.755 2.699
S -2.846 -3.153 3.089
C -2.622 -1.854 1.977
N -1.448 -1.861 1.411
C -3.740 -0.911 1.708
H 1.480 -1.827 -2.534
H 2.345 -3.365 -2.799
H 3.155 -2.022 -1.994
H 1.402 -4.990 2.052
H -0.924 -4.665 3.134
H -4.692 -1.416 1.862
H -3.678 -0.571 0.676
H -3.723 -0.055 2.383
C 5.464 0.145 -1.676
C 4.744 1.318 -2.335
C 3.385 1.606 -1.693
S 2.075 0.678 -2.570
O 0.854 0.720 -1.677
C 1.739 1.873 -3.933
C 0.797 3.022 -3.597
C 1.465 4.333 -3.185
H 6.429 -0.022 -2.152
H 4.884 -0.774 -1.756
H 5.643 0.348 -0.620
H 4.614 1.114 -3.402
H 5.373 2.205 -2.252
H 3.127 2.661 -1.715
H 3.353 1.260 -0.661
H 1.294 1.248 -4.708
H 2.716 2.215 -4.274
H 0.125 2.685 -2.808
H 0.181 3.217 -4.475
H 1.976 4.265 -2.225
H 0.710 5.114 -3.097
H 2.183 4.655 -3.940
*
```

***

No. 6
The following is a DFT calculation (ωB97M-V with the def2-TZVPD basis set) of C38H47FeN5O as an isolated structure.

Values from the calculation:
highest occupied orbital energy (alpha / beta)	-0.865 / -4.258	eV
expectation value of S²	8.801
gap between HOMO and LUMO (alpha / beta)	3.2413 / 6.6320	eV
LUMO (alpha / beta)	2.38 / 2.37	eV

Structure (ORCA input):
```
! wB97M-V def2-TZVPD RIJCOSX def2/J DEFGRID3
* xyz -1 6
Fe -1.021 0.378 0.279
N -1.756 -1.701 3.535
N -1.330 1.687 2.266
C -1.814 0.892 -1.671
C -2.901 0.656 -0.766
C -2.815 -0.703 -0.313
C -3.802 -1.426 0.538
H -4.553 -0.738 0.940
H -3.314 -1.933 1.383
H -4.326 -2.183 -0.066
C -1.690 -1.319 -0.950
C -1.356 -2.766 -0.869
H -1.871 -3.344 -1.650
H -1.647 -3.190 0.103
H -0.277 -2.926 -0.987
C -1.053 -0.326 -1.781
C 0.107 -0.520 -2.683
H 0.840 -1.214 -2.256
H 0.620 0.432 -2.863
H -0.218 -0.899 -3.664
C -4.040 1.582 -0.512
H -4.874 1.375 -1.204
H -3.753 2.630 -0.661
H -4.428 1.477 0.510
C -1.601 2.123 -2.479
H -0.533 2.281 -2.670
H -1.978 3.009 -1.955
H -2.113 2.063 -3.452
C -1.069 -2.726 4.046
H -1.528 -3.716 3.988
C 0.205 -2.583 4.612
H 0.688 -3.448 5.066
C 0.828 -1.338 4.532
H 1.830 -1.192 4.933
C 0.176 -0.301 3.865
H 0.656 0.652 3.671
C -1.100 -0.545 3.317
C -1.743 0.314 2.305
H -2.836 0.208 2.336
C -0.874 2.129 1.048
C -1.324 2.718 3.197
H -1.562 2.543 4.229
C -1.013 3.837 2.521
H -0.914 4.859 2.842
N -0.780 3.466 1.193
C -0.542 4.361 0.097
C -1.514 5.304 -0.270
C -1.270 6.114 -1.386
H -2.027 6.840 -1.699
C -0.084 5.994 -2.110
C 0.193 6.900 -3.268
H 0.715 6.359 -4.064
H 0.831 7.743 -2.971
H -0.740 7.309 -3.664
C 0.867 5.046 -1.729
H 1.806 4.953 -2.281
C 0.641 4.210 -0.631
C 1.648 3.180 -0.250
H 1.765 3.090 0.835
H 2.614 3.461 -0.682
H 1.393 2.178 -0.629
C -2.813 5.421 0.457
H -2.720 6.012 1.377
H -3.246 4.454 0.734
H -3.540 5.931 -0.186
C 4.815 -5.773 -0.243
C 4.454 -5.154 -1.583
N 3.517 -4.049 -1.505
C 2.132 -4.313 -1.915
C 1.417 -5.368 -1.085
C 3.958 -2.861 -0.926
O 5.115 -2.465 -1.036
C 2.921 -2.258 0.018
C 2.565 -3.139 1.053
C 1.306 -2.968 1.584
C 0.537 -1.868 1.146
N 1.023 -0.859 0.390
C 2.249 -1.044 -0.170
H 5.369 -5.054 0.371
H 5.467 -6.635 -0.412
H 3.940 -6.113 0.328
H 5.377 -4.784 -2.042
H 3.984 -5.891 -2.235
H 1.577 -3.365 -1.923
H 2.178 -4.666 -2.959
H 1.318 -5.067 -0.033
H 0.405 -5.494 -1.488
H 1.937 -6.333 -1.136
H 3.270 -3.903 1.395
H 0.923 -3.622 2.354
H -0.524 -1.806 1.419
H 2.652 -0.280 -0.848
*
```

***

No. 7
The following is a DFT calculation (ωB97M-V with the def2-TZVPD basis set) of a single C5H7NO4S molecule.

Values from the calculation:
highest occupied orbital energy	-10.811	eV
gap between HOMO and LUMO	11.3734	eV
LUMO	0.56	eV
ΔE to the lowest compared entry with this formula, charge and spin	0.0000	eV

Structure (ORCA input):
```
! wB97M-V def2-TZVPD RIJCOSX def2/J DEFGRID3
* xyz 0 1
O -0.264 2.223 2.022
C -1.096 1.547 1.574
N -1.878 0.785 1.033
C -1.360 0.053 -0.132
C -0.575 -1.230 0.238
C 0.900 -0.991 0.611
C 1.702 -0.140 -0.371
O 1.123 1.151 -0.648
S -0.339 1.030 -1.269
O -0.954 2.293 -1.493
O -0.251 0.265 -2.477
H -2.225 -0.249 -0.718
H -1.062 -1.634 1.128
H -0.684 -1.930 -0.591
H 0.946 -0.614 1.635
H 1.395 -1.967 0.632
H 1.966 -0.668 -1.288
H 2.655 0.075 0.116
*
```

***

No. 8
The following is a DFT calculation (ωB97M-V with the def2-TZVPD basis set) of a 3-piece molecular cluster, C22H26N2O11 overall.

Values from the calculation:
highest occupied orbital energy	-9.567	eV
gap between HOMO and LUMO	8.0282	eV
LUMO	-1.54	eV
ΔE to the lowest compared entry with this formula, charge and spin	0.4295	eV

Structure (ORCA input):
```
! wB97M-V def2-TZVPD RIJCOSX def2/J DEFGRID3
* xyz 0 1
C 0.870 -0.858 -0.209
C 1.381 0.335 -0.398
C 1.220 1.489 0.545
O 0.005 1.311 1.254
C -0.697 2.452 1.566
O 0.182 3.467 2.167
C 0.420 3.151 3.379
N 0.707 2.866 4.484
C -1.515 3.084 0.435
N -0.830 4.096 -0.352
C -2.151 2.034 -0.472
O -3.552 1.951 -0.362
C -3.994 1.417 0.864
C -4.343 -0.068 0.836
C -3.404 -0.925 0.004
H 0.352 -1.119 0.693
H 0.954 -1.636 -0.941
H 1.948 0.505 -1.297
H 2.072 1.494 1.212
H 1.269 2.402 -0.033
H -1.387 2.153 2.344
H -2.331 3.607 0.921
H -0.447 4.823 0.229
H -0.132 3.701 -0.961
H -1.692 1.059 -0.363
H -1.944 2.358 -1.482
H -3.299 1.584 1.683
H -4.896 1.958 1.122
H -5.368 -0.247 0.535
H -4.259 -0.418 1.859
H -3.602 -1.980 0.122
H -2.389 -0.777 0.359
H -3.428 -0.692 -1.053
O 2.468 -0.499 2.413
C 3.548 -0.792 2.889
C 4.658 -1.299 2.099
C 5.812 -1.618 2.698
O 6.862 -2.084 2.035
C 6.002 -1.472 4.181
O 7.074 -1.801 4.653
C 4.901 -0.944 4.968
C 3.746 -0.620 4.370
O 2.711 -0.129 5.036
H 4.508 -1.403 1.033
H 7.555 -2.235 2.705
H 5.055 -0.827 6.031
H 2.004 0.032 4.382
O -1.539 -1.354 -7.413
C -1.568 -1.636 -6.231
C -1.330 -0.675 -5.167
C -1.364 -1.071 -3.887
O -1.156 -0.234 -2.879
C -1.644 -2.498 -3.508
O -1.649 -2.798 -2.329
C -1.904 -3.454 -4.574
C -1.872 -3.056 -5.851
O -2.102 -3.878 -6.867
H -1.129 0.348 -5.451
H -1.228 -0.767 -2.063
H -2.121 -4.474 -4.290
H -2.013 -3.338 -7.675
*
```

***

No. 9
The following is a DFT calculation (ωB97M-V with the def2-TZVPD basis set) of C39H55N8S2SbSeSi3TeV as an isolated structure.

Values from the calculation:
highest occupied orbital energy (alpha / beta)	-9.272 / -9.399	eV
expectation value of S²	2.060
gap between HOMO and LUMO (alpha / beta)	6.0389 / 6.3920	eV
LUMO (alpha / beta)	-3.23 / -3.01	eV
ΔE to the lowest compared entry with this formula, charge and spin	0.4857	eV

Structure (ORCA input):
```
! wB97M-V def2-TZVPD RIJCOSX def2/J DEFGRID3
* xyz 1 3
V -0.767 1.170 -2.213
C 2.343 -0.169 0.905
N 2.018 1.198 0.556
C 2.011 2.278 1.427
C 1.680 3.387 0.733
N 1.405 2.983 -0.556
C 1.700 1.650 -0.698
S 1.652 0.812 -2.217
C 0.879 3.807 -1.595
C 1.312 5.088 -1.741
C 0.656 5.838 -2.726
C -0.429 5.319 -3.400
C -0.705 3.971 -3.211
N -0.054 3.190 -2.352
H 2.429 -0.827 0.019
H 1.525 -0.577 1.542
H 3.229 -0.176 1.540
H 2.340 2.145 2.449
H 1.427 4.406 1.015
H 2.164 5.481 -1.217
H 1.112 6.790 -2.980
H -1.008 5.945 -4.069
H -1.595 3.455 -3.618
Se -2.955 2.107 -1.591
C -2.389 2.974 0.009
C -1.896 2.190 1.073
C -1.580 2.845 2.289
C -1.768 4.220 2.461
C -2.183 4.996 1.376
C -2.520 4.328 0.161
H -1.830 1.121 1.046
H -1.193 2.264 3.087
H -1.602 4.580 3.458
H -2.421 6.047 1.472
H -2.902 4.903 -0.715
Te -1.283 -1.179 -1.218
C -0.100 -2.520 -2.276
C -0.175 -3.875 -2.169
C 0.770 -4.572 -2.981
C 1.455 -3.732 -3.811
S 0.954 -2.070 -3.583
H -0.787 -4.343 -1.411
H 0.974 -5.633 -2.830
H 2.146 -3.966 -4.622
C 0.812 0.331 7.813
Si 0.973 0.982 6.014
C 2.849 0.998 5.508
C 0.249 2.715 5.977
Sb -0.211 -0.409 4.095
Si -2.549 -0.647 5.100
C -3.250 1.090 5.451
C -3.636 -1.469 3.821
C -2.405 -1.643 6.714
Si 0.534 -2.824 4.257
C -0.824 -4.034 3.778
C 1.898 -2.770 2.983
C 1.260 -3.187 5.992
H 1.213 1.112 8.460
H 1.415 -0.559 8.002
H -0.225 0.206 8.141
H 3.408 1.462 6.332
H 3.263 1.510 4.614
H 3.190 -0.059 5.419
H -0.733 2.705 6.432
H 0.127 3.127 4.970
H 0.901 3.497 6.500
H -3.728 1.566 4.630
H -2.527 1.735 5.967
H -4.037 0.936 6.215
H -3.626 -0.902 2.878
H -4.703 -1.478 4.209
H -3.316 -2.457 3.585
H -1.419 -1.574 7.140
H -2.624 -2.696 6.530
H -3.193 -1.284 7.415
H -1.411 -3.628 2.945
H -1.495 -4.306 4.616
H -0.331 -4.964 3.451
H 1.457 -2.434 1.992
H 2.369 -3.725 2.856
H 2.693 -2.032 3.218
H 0.450 -3.079 6.766
H 2.054 -2.513 6.295
H 1.719 -4.241 6.065
C 1.224 1.407 -5.474
C -0.089 0.725 -5.276
N -0.960 0.778 -4.292
C -2.072 0.043 -4.703
C -1.846 -0.469 -5.934
N -0.588 0.014 -6.301
C -0.024 -0.278 -7.574
N 0.976 -1.336 -7.532
N 2.275 -1.030 -7.689
N 2.958 -2.082 -7.735
C 2.136 -3.186 -7.568
C 2.356 -4.537 -7.601
C 1.274 -5.349 -7.380
C -0.030 -4.866 -7.228
C -0.321 -3.529 -7.264
C 0.796 -2.719 -7.493
H 1.312 2.265 -4.812
H 1.366 1.790 -6.502
H 1.984 0.643 -5.249
H -2.937 -0.133 -4.042
H -2.461 -1.004 -6.608
H 0.421 0.644 -8.020
H -0.874 -0.568 -8.240
H 3.298 -4.999 -7.845
H 1.342 -6.453 -7.450
H -0.837 -5.534 -6.981
H -1.306 -3.147 -7.175
*
```

***

No. 10
The following is a DFT calculation (ωB97M-V with the def2-TZVPD basis set) of C19H26BN7O2Pt as an isolated structure.

Values from the calculation:
highest occupied orbital energy	-15.489	eV
gap between HOMO and LUMO	6.0574	eV
LUMO	-9.43	eV
ΔE to the lowest compared entry with this formula, charge and spin	0.0000	eV

Structure (ORCA input):
```
! wB97M-V def2-TZVPD RIJCOSX def2/J DEFGRID3
* xyz 2 1
Pt -0.385 0.573 0.713
C -1.991 2.946 -1.348
C -1.118 1.903 -1.947
C -0.778 1.722 -3.278
C 0.097 0.643 -3.332
C 0.766 0.037 -4.513
N 0.281 0.194 -2.079
N -0.471 0.954 -1.236
B 1.177 -0.940 -1.526
N 0.258 -1.881 -0.691
N -0.490 -1.355 0.316
C -1.264 -2.309 0.879
C -2.279 -2.126 1.947
C -0.959 -3.488 0.216
C -0.015 -3.190 -0.760
C 0.624 -4.081 -1.764
N 2.136 -0.324 -0.490
N 1.588 0.378 0.525
C 2.557 0.850 1.331
C 2.345 1.736 2.509
C 3.766 0.418 0.802
C 3.472 -0.310 -0.345
C 4.388 -0.975 -1.309
H -2.328 3.614 -2.137
H -2.872 2.518 -0.872
H -1.446 3.547 -0.618
H -1.122 2.316 -4.107
H 0.477 0.577 -5.411
H 1.851 0.084 -4.417
H 0.480 -1.008 -4.634
H 1.746 -1.522 -2.385
H -2.459 -1.085 2.188
H -3.221 -2.562 1.617
H -1.965 -2.643 2.853
H -1.403 -4.450 0.411
H 0.253 -5.095 -1.635
H 0.391 -3.758 -2.778
H 1.707 -4.093 -1.646
H 1.303 1.998 2.673
H 2.714 1.251 3.412
H 2.912 2.655 2.364
H 4.744 0.640 1.194
H 5.418 -0.827 -0.993
H 4.194 -2.046 -1.360
H 4.274 -0.558 -2.309
O -4.101 2.236 0.982
C -3.328 2.031 1.857
C -3.488 2.240 3.357
C -2.270 1.578 4.022
C -1.516 1.092 2.843
O -0.466 0.371 2.771
N -2.026 1.426 1.651
H -4.435 1.796 3.660
H -3.558 3.309 3.553
H -2.512 0.735 4.671
H -1.650 2.261 4.606
*
```

***

Max |F| for every record listed, in sequence, given in eV Å⁻¹: 2.46, 1.89, 2.62, 4.67, 3.03, 2.91, 2.89, 3.77, 2.36, 0.41.